Entry 1:
{
  "formula": "C27H44BIrN2P2S5",
  "method": "ωB97M-V/def2-TZVPD",
  "elements": ["Ir", "C", "C", "C", "C", "P", "C", "N", "B", "N", "C", "P", "C", "C", "C", "C", "C", "C", "C", "C", "C", "C", "C", "C", "C", "C", "C", "C", "C", "C", "H", "H", "H", "H", "H", "H", "H", "H", "H", "H", "H", "H", "H", "H", "H", "H", "H", "H", "H", "H", "H", "H", "H", "H", "H", "H", "H", "H", "H", "H", "H", "H", "H", "H", "H", "H", "H", "H", "H", "H", "H", "H", "H", "H", "S", "C", "S", "C", "C", "S", "S", "S"],
  "positions_angstrom": [[0.600, -0.012, 0.610], [-2.155, -3.478, 0.971], [-2.538, -2.013, 0.745], [-4.028, -1.818, 1.055], [-2.320, -1.700, -0.737], [-1.408, -0.849, 1.702], [-2.418, 0.740, 1.823], [-1.947, 1.674, 0.824], [-0.477, 1.874, 0.630], [-0.397, 2.581, -0.686], [0.869, 2.663, -1.381], [1.706, 0.973, -1.327], [3.533, 1.378, -1.164], [4.337, 0.086, -0.967], [3.757, 2.236, 0.087], [4.059, 2.142, -2.382], [1.332, 0.231, -3.019], [2.333, -0.876, -3.363], [-0.050, -0.411, -2.903], [1.291, 1.253, -4.161], [-1.631, 2.635, -1.219], [-2.056, 3.099, -2.475], [-3.387, 2.998, -2.784], [-4.324, 2.448, -1.872], [-3.944, 1.993, -0.637], [-2.585, 2.076, -0.290], [-1.230, -1.414, 3.486], [-2.583, -1.768, 4.110], [-0.583, -0.302, 4.321], [-0.286, -2.622, 3.552], [-2.685, -4.083, 0.233], [-1.087, -3.644, 0.829], [-2.446, -3.840, 1.956], [-4.577, -2.638, 0.587], [-4.264, -1.830, 2.117], [-4.414, -0.897, 0.619], [-3.046, -2.261, -1.330], [-2.450, -0.639, -0.966], [-1.322, -2.007, -1.040], [-3.485, 0.559, 1.729], [-2.236, 1.161, 2.811], [0.746, 3.028, -2.395], [1.515, 3.363, -0.851], [3.942, -0.509, -0.145], [4.369, -0.535, -1.857], [5.364, 0.358, -0.718], [3.415, 1.739, 0.992], [4.832, 2.401, 0.188], [3.291, 3.219, 0.030], [4.065, 1.531, -3.283], [3.492, 3.053, -2.578], [5.091, 2.438, -2.184], [2.471, -1.575, -2.537], [1.939, -1.439, -4.211], [3.302, -0.477, -3.660], [-0.012, -1.247, -2.209], [-0.813, 0.296, -2.565], [-0.354, -0.787, -3.882], [2.178, 1.878, -4.223], [1.211, 0.700, -5.099], [0.411, 1.893, -4.104], [-1.353, 3.536, -3.170], [-3.741, 3.351, -3.742], [-5.363, 2.399, -2.163], [-4.669, 1.592, 0.057], [-3.292, -0.940, 4.056], [-3.035, -2.648, 3.657], [-2.425, -1.991, 5.167], [-1.207, 0.584, 4.423], [-0.423, -0.694, 5.327], [0.387, -0.005, 3.927], [-0.647, -3.488, 3.006], [0.704, -2.367, 3.176], [-0.179, -2.911, 4.599], [5.338, -1.995, 4.214], [4.163, -1.871, 3.106], [3.162, -0.431, 2.936], [2.184, -0.935, 1.650], [2.449, -2.222, 1.169], [1.540, -2.836, -0.098], [3.732, -3.105, 1.960], [0.759, 1.950, 1.941]],
  "atomic_forces_ev_per_a": [[0.05, -0.06, -0.07], [0.01, 0.02, -0.01], [0.01, 0.02, -0.01], [0.01, 0.00, 0.03], [0.01, 0.01, 0.02], [-0.05, 0.00, 0.04], [0.00, 0.02, 0.04], [0.04, -0.03, 0.00], [-0.14, 0.02, -0.14], [0.03, -0.06, 0.02], [0.02, 0.01, 0.04], [0.01, 0.03, -0.04], [-0.01, 0.00, 0.02], [-0.02, -0.04, -0.03], [-0.03, 0.01, -0.02], [-0.01, -0.01, 0.01], [-0.01, 0.00, 0.03], [0.00, 0.01, 0.01], [0.02, 0.02, 0.03], [0.04, -0.01, 0.02], [0.01, 0.01, 0.01], [-0.03, 0.00, 0.00], [0.03, 0.00, 0.02], [0.02, -0.01, 0.02], [0.00, 0.02, -0.02], [0.01, 0.01, 0.02], [0.00, -0.01, -0.02], [0.01, 0.00, 0.00], [-0.01, -0.01, -0.05], [0.00, -0.01, -0.03], [-0.01, -0.01, -0.02], [0.02, -0.01, 0.00], [0.00, -0.01, 0.01], [-0.01, -0.01, -0.01], [-0.01, 0.00, -0.02], [-0.01, 0.01, -0.01], [-0.02, -0.01, -0.01], [0.00, 0.00, 0.00], [-0.01, 0.00, 0.01], [0.02, -0.01, -0.01], [-0.01, 0.01, 0.00], [-0.02, -0.01, -0.04], [0.00, 0.00, -0.02], [0.01, 0.01, 0.00], [0.01, -0.01, 0.00], [0.02, 0.01, 0.00], [-0.02, -0.02, 0.02], [0.01, 0.00, -0.01], [-0.02, 0.02, 0.01], [-0.01, 0.00, -0.02], [-0.01, 0.04, -0.01], [0.02, 0.01, 0.00], [0.00, -0.02, 0.00], [-0.01, -0.01, -0.02], [0.00, -0.02, 0.00], [0.00, 0.00, -0.02], [-0.02, 0.00, 0.01], [-0.01, -0.01, -0.03], [0.01, 0.02, 0.00], [0.01, 0.00, -0.01], [-0.05, 0.03, 0.02], [0.01, 0.01, -0.02], [-0.01, 0.01, -0.04], [-0.03, 0.00, 0.00], [-0.03, -0.01, 0.02], [-0.02, 0.02, 0.00], [0.01, 0.01, 0.01], [0.00, 0.00, 0.01], [-0.01, 0.04, 0.00], [0.00, -0.02, 0.02], [0.00, 0.01, -0.01], [0.00, 0.00, 0.01], [0.01, -0.01, 0.00], [0.00, 0.00, 0.03], [-0.02, 0.01, -0.01], [0.04, 0.00, 0.03], [-0.03, -0.01, -0.03], [0.04, 0.03, 0.08], [-0.07, -0.08, -0.06], [0.05, 0.00, 0.04], [-0.01, 0.03, -0.01], [0.10, 0.03, 0.13]],
  "e_homo_ev": [-9.8239, -10.8572],
  "total_charge": 1,
  "spin_multiplicity": 6
}

Entry 2:
{
  "formula": "C27H44BN13O3Zr",
  "method": "ωB97M-V/def2-TZVPD",
  "elements": ["Zr", "C", "C", "C", "C", "N", "N", "B", "N", "C", "C", "C", "C", "N", "N", "C", "C", "C", "C", "N", "N", "C", "C", "C", "C", "N", "H", "H", "H", "H", "H", "H", "H", "H", "H", "H", "H", "H", "H", "H", "H", "H", "H", "H", "H", "H", "C", "N", "C", "C", "C", "N", "C", "C", "H", "H", "H", "H", "H", "H", "H", "H", "H", "H", "H", "H", "H", "H", "H", "H", "O", "N", "O", "N", "C", "N", "C", "C", "O", "C", "C", "H", "H", "H", "H", "H", "H", "H", "H"],
  "positions_angstrom": [[-0.670, -0.134, -0.391], [-0.153, -1.398, 3.207], [0.873, -0.458, 2.676], [2.028, -0.005, 3.392], [2.652, 0.830, 2.472], [1.902, 0.953, 1.352], [0.854, 0.024, 1.430], [1.944, 2.015, 0.169], [2.107, 1.327, -1.210], [2.857, 1.775, -2.240], [2.861, 0.787, -3.197], [2.137, -0.256, -2.651], [2.196, -1.620, -3.242], [1.582, 0.061, -1.469], [0.706, 2.935, 0.224], [0.549, 4.211, 0.680], [-0.691, 4.325, 1.259], [-1.296, 3.050, 1.116], [-2.663, 2.764, 1.660], [-0.479, 2.219, 0.456], [3.276, 2.835, 0.381], [4.542, 2.236, 0.197], [5.477, 3.097, 0.682], [4.738, 4.232, 1.043], [5.163, 5.584, 1.467], [3.384, 4.058, 0.841], [-0.297, -1.178, 4.275], [-1.120, -1.284, 2.683], [0.138, -2.416, 3.045], [2.356, -0.321, 4.327], [3.567, 1.451, 2.577], [3.370, 2.752, -2.139], [3.398, 0.736, -4.134], [3.121, -1.716, -3.782], [2.273, -2.353, -2.457], [1.352, -1.851, -3.848], [1.328, 4.941, 0.595], [-1.165, 5.174, 1.732], [-2.745, 3.246, 2.639], [-3.431, 3.102, 0.954], [-2.779, 1.708, 1.771], [4.623, 1.227, -0.229], [6.549, 3.028, 0.693], [5.371, 6.200, 0.593], [4.313, 5.985, 1.980], [5.990, 5.553, 2.185], [-2.397, 2.256, -1.870], [-1.430, 1.250, -2.266], [-0.338, 1.976, -2.904], [-2.071, 0.387, -3.319], [-1.262, -0.885, -3.444], [-1.390, -1.710, -2.216], [-0.602, -2.991, -2.313], [-2.833, -2.209, -2.155], [-2.794, 2.785, -2.738], [-1.896, 3.038, -1.244], [-3.249, 1.850, -1.339], [-0.779, 2.575, -3.673], [0.393, 1.294, -3.329], [0.108, 2.675, -2.146], [-2.146, 0.878, -4.305], [-3.062, 0.158, -2.925], [-0.190, -0.588, -3.550], [-1.596, -1.428, -4.344], [-0.453, -3.262, -3.352], [-1.131, -3.785, -1.824], [0.400, -3.029, -1.846], [-3.163, -2.758, -3.084], [-3.569, -1.437, -1.919], [-2.858, -2.933, -1.342], [-4.499, -0.802, 0.810], [-3.917, -0.151, 0.091], [-2.430, -0.217, 0.315], [-0.639, -2.297, 0.438], [-1.277, -3.193, 0.802], [-1.962, -4.156, 1.365], [-1.365, -5.507, 1.636], [-1.354, -5.710, 3.120], [-2.631, -5.537, 3.658], [-2.983, -4.152, 3.596], [-3.187, -3.747, 2.148], [-0.330, -5.519, 1.252], [-2.014, -6.210, 1.174], [-0.687, -4.999, 3.628], [-0.989, -6.702, 3.383], [-2.209, -3.615, 4.175], [-3.917, -4.048, 4.134], [-3.331, -2.664, 2.136], [-4.062, -4.306, 1.822]],
  "atomic_forces_ev_per_a": [[0.73, 0.06, 0.55], [-0.84, 0.83, 0.02], [1.02, -0.27, 0.30], [-1.01, 0.50, -3.27], [0.18, 1.02, 0.62], [-0.31, -0.95, -0.82], [-0.03, 1.32, 0.08], [0.06, 0.14, 0.46], [-0.59, -0.05, 0.73], [-0.15, 0.29, 0.59], [0.72, 0.44, -0.16], [0.05, -0.80, -0.28], [0.10, 0.06, 0.80], [0.59, 1.00, -0.03], [-0.44, -0.56, 0.17], [-0.54, -0.35, 0.38], [-0.04, -0.61, -0.35], [0.29, 0.75, 0.06], [0.50, -0.02, -0.54], [0.34, -0.06, 0.10], [-0.53, 0.83, 0.08], [0.79, -0.45, 0.48], [-0.22, -0.42, -0.52], [0.96, 1.72, 0.01], [-0.07, -1.14, 0.68], [-0.52, -2.24, -0.42], [0.04, -0.32, -0.35], [0.41, 0.20, 0.41], [0.35, -0.65, 0.23], [0.42, -0.28, 1.36], [-0.83, -0.66, 0.06], [-0.49, -0.83, -0.44], [0.00, 0.17, 0.17], [0.16, 0.06, -0.57], [-0.13, -0.31, 0.35], [-0.41, -0.30, -0.71], [0.04, -0.01, -0.04], [0.24, -0.01, -0.14], [-0.25, -0.01, -0.35], [0.05, 0.20, 0.35], [-0.20, -0.68, 0.29], [-0.04, 0.62, 0.28], [0.10, -0.21, 0.03], [0.25, 0.14, -0.10], [-0.49, 0.67, 0.22], [0.17, 0.06, -0.52], [-0.37, 1.79, 0.82], [-0.15, -1.01, -0.27], [0.89, 0.86, 0.92], [0.14, -0.44, 0.76], [0.68, 0.23, -0.43], [-0.80, -0.38, -0.10], [1.01, 0.13, -0.18], [0.06, -0.38, 0.14], [0.04, -0.10, -0.24], [-0.56, -0.80, -0.57], [0.02, -0.24, 0.16], [-0.04, 0.50, -0.72], [0.00, 0.31, 0.06], [-0.21, -0.78, -0.88], [0.00, 0.13, 0.54], [-0.05, 0.13, -0.48], [-0.88, -0.48, -0.18], [0.28, -0.05, 0.31], [-0.21, -0.06, -0.26], [-0.40, -0.30, 0.06], [-0.58, 0.77, -0.15], [0.66, 0.69, 0.70], [0.34, -0.02, -0.25], [-0.21, 0.08, 0.01], [0.06, -0.16, 0.33], [-0.37, 0.34, -0.37], [0.06, 0.17, 0.05], [0.11, 0.80, -0.74], [-0.36, -1.29, 1.40], [0.00, 1.21, -0.48], [0.74, 1.12, 0.05], [0.47, -0.13, 0.86], [-0.63, 0.40, 0.00], [0.37, -0.99, 0.69], [0.63, -0.26, 0.86], [-0.61, -0.13, -0.12], [-0.28, -0.80, -0.56], [0.26, 0.04, -0.25], [-0.17, -0.12, -0.16], [-0.20, 0.30, -0.56], [-0.26, 0.06, 0.05], [0.01, -0.17, -0.55], [0.08, 0.18, -0.53]],
  "e_homo_ev": [-16.5647, -16.5647],
  "total_charge": 3,
  "spin_multiplicity": 2
}

Calculated largest force on an atom (eV Å⁻¹), listed in the same order as above: 0.20, 3.46